Molecular formula: C37H62BrN12O2Ti
Method: DFT, ωB97M-V/def2-TZVPD

## Properties
Calculated total energy (a.u.): -5677.2257
Charge: +3

Geometry as XYZ:
```
115
Properties=species:S:1:pos:R:3:forces:R:3
Ti 0.323 -0.699 0.644 0.63 1.26 1.24
C 3.750 3.193 1.912 0.39 0.19 -0.08
N 2.583 2.328 1.944 0.00 -0.29 0.24
C 1.340 2.997 1.633 -0.35 -0.11 -0.06
C 2.656 1.061 2.420 0.06 0.34 -0.14
N 1.731 0.135 2.168 0.12 0.10 0.12
C 1.871 -1.036 3.054 0.14 -0.25 0.33
C 0.585 -1.847 3.207 0.65 0.51 0.80
N -0.038 -2.222 1.926 -0.35 -0.42 0.61
C 0.633 -3.357 1.254 0.46 -0.76 -0.73
C 2.031 -3.069 0.680 0.16 -0.44 -0.05
N 2.237 -1.673 0.309 -0.06 -0.12 0.07
C 3.336 -1.425 -0.388 0.04 0.25 0.11
N 4.205 -2.408 -0.785 -0.06 0.17 0.04
C 4.945 -3.327 0.063 0.04 -0.15 0.21
C 4.604 -2.461 -2.182 0.00 -0.08 -0.28
N 3.657 -0.166 -0.778 -0.15 -0.17 0.09
C 5.026 0.219 -1.068 0.33 0.11 -0.10
C 2.703 0.896 -0.981 -0.06 -0.28 -0.13
C -1.438 -2.621 2.194 -1.34 -0.19 -0.27
C -2.317 -2.605 0.946 -0.11 -0.03 0.07
N -2.403 -1.253 0.422 0.10 -0.32 0.16
C -3.476 -0.965 -0.265 0.29 0.07 0.15
N -4.335 -1.870 -0.804 0.11 0.11 0.05
C -5.770 -1.662 -0.868 -0.27 0.14 0.02
C -3.954 -3.108 -1.455 0.30 -0.19 -0.02
N -3.757 0.401 -0.442 -0.22 -0.14 -0.14
C -4.416 1.083 0.661 -0.15 0.01 0.14
C -4.278 0.806 -1.738 -0.01 0.04 -0.06
N 3.735 0.797 3.222 -0.05 0.00 -0.12
C 4.686 -0.264 2.965 0.06 -0.17 -0.06
C 4.078 1.653 4.343 0.02 0.14 0.20
H 3.748 3.761 0.981 -0.04 -0.02 0.00
H 4.665 2.611 1.949 0.01 -0.02 0.00
H 3.751 3.907 2.739 0.01 -0.02 -0.02
H 1.553 4.031 1.364 0.01 -0.09 -0.02
H 0.681 3.010 2.504 0.00 -0.03 -0.14
H 0.839 2.517 0.788 0.04 0.15 0.16
H 2.146 -0.694 4.061 -0.08 -0.17 -0.19
H 2.673 -1.700 2.719 -0.12 0.13 0.08
H -0.130 -1.245 3.778 0.01 -0.21 -0.20
H 0.807 -2.745 3.805 -0.13 0.14 -0.21
H -0.013 -3.645 0.420 0.06 0.00 0.29
H 0.708 -4.215 1.941 -0.15 0.33 -0.08
H 2.177 -3.714 -0.198 -0.08 -0.01 0.22
H 2.783 -3.373 1.418 -0.19 0.04 -0.10
H 4.843 -3.082 1.116 -0.05 0.03 0.05
H 6.007 -3.248 -0.186 -0.04 0.02 0.03
H 4.645 -4.364 -0.106 -0.02 0.02 0.07
H 3.954 -1.824 -2.778 0.05 0.02 -0.07
H 4.478 -3.488 -2.530 0.02 0.02 -0.05
H 5.646 -2.178 -2.344 -0.01 0.05 0.05
H 5.191 0.366 -2.136 0.04 -0.04 -0.03
H 5.727 -0.517 -0.688 -0.02 -0.04 -0.04
H 5.228 1.166 -0.565 0.00 -0.01 -0.01
H 1.787 0.669 -0.420 0.32 0.47 -0.27
H 2.482 1.018 -2.049 -0.20 -0.03 0.23
H 3.134 1.832 -0.621 -0.24 -0.06 0.14
H -1.882 -1.928 2.913 0.24 -0.05 -0.07
H -1.457 -3.625 2.639 0.19 0.16 0.00
H -3.316 -2.951 1.252 0.22 -0.13 -0.07
H -1.941 -3.308 0.194 -0.07 -0.06 0.14
H -6.094 -0.868 -0.205 0.01 0.06 0.00
H -6.256 -2.583 -0.540 -0.03 0.07 -0.01
H -6.096 -1.451 -1.889 -0.04 0.01 0.02
H -2.898 -3.106 -1.706 -0.08 0.02 0.06
H -4.517 -3.181 -2.388 0.08 0.00 -0.01
H -4.198 -3.986 -0.853 0.02 -0.01 0.04
H -4.214 2.152 0.602 -0.09 -0.03 0.03
H -4.049 0.689 1.604 0.02 0.06 0.09
H -5.503 0.956 0.628 -0.01 -0.01 -0.01
H -5.368 0.776 -1.802 -0.03 -0.02 0.01
H -3.857 0.168 -2.512 0.02 0.01 -0.13
H -3.976 1.838 -1.921 0.01 0.07 -0.09
H 4.498 -0.708 1.989 -0.01 -0.06 -0.01
H 4.665 -1.035 3.741 -0.02 -0.02 -0.05
H 5.693 0.162 2.954 -0.03 -0.02 -0.04
H 3.253 2.322 4.569 0.00 0.07 0.03
H 4.985 2.235 4.169 0.01 0.03 -0.03
H 4.252 1.022 5.216 -0.03 0.02 0.02
O -1.234 0.546 -4.297 0.10 0.07 -0.06
C -1.383 -0.813 -4.201 -0.11 -0.48 -0.03
C -2.096 -1.507 -5.172 0.03 0.17 0.08
C -2.234 -2.880 -5.110 0.10 0.04 0.04
C -1.645 -3.584 -4.072 0.10 -0.05 0.11
C -0.945 -2.896 -3.097 0.06 0.13 -0.13
C -0.818 -1.511 -3.130 0.04 0.14 0.28
C 0.052 -0.863 -2.059 0.45 0.86 -2.04
O 0.008 -1.497 -0.853 -0.32 -0.90 -0.51
N -0.278 0.548 -1.800 -0.18 0.10 -1.11
N -0.552 0.831 -0.499 -0.50 0.57 0.52
C -1.354 1.819 -0.236 0.32 -0.35 -0.47
C -1.648 2.284 1.069 -0.32 0.03 0.97
Br -1.278 0.956 2.442 -0.07 0.50 -0.29
C -2.244 3.440 1.463 0.55 -0.80 -0.02
C -2.631 4.582 0.684 -0.23 0.63 -0.36
C -3.604 5.429 1.249 0.19 -0.33 -0.15
C -4.108 6.500 0.542 -0.02 0.13 -0.09
C -3.622 6.787 -0.726 0.03 -0.15 0.13
C -2.616 6.000 -1.276 -0.02 0.03 -0.08
C -2.122 4.912 -0.584 -0.01 -0.08 0.13
H -1.456 0.828 -5.196 -0.01 0.06 0.15
H -2.535 -0.948 -5.986 -0.08 0.02 -0.12
H -2.783 -3.396 -5.881 -0.06 -0.07 -0.09
H -1.724 -4.657 -4.023 -0.02 -0.13 -0.02
H -0.463 -3.425 -2.285 -0.01 -0.15 0.02
H 1.106 -0.898 -2.437 -0.43 0.00 0.28
H -0.889 0.972 -2.505 0.16 -0.06 0.36
H -1.807 2.363 -1.063 0.08 -0.08 0.03
H -2.492 3.518 2.514 -0.01 -0.08 0.12
H -3.976 5.214 2.238 -0.09 -0.02 0.18
H -4.872 7.121 0.980 -0.08 0.08 0.07
H -4.010 7.632 -1.273 -0.02 0.08 -0.06
H -2.214 6.253 -2.245 0.06 0.00 -0.05
H -1.297 4.356 -1.006 0.07 -0.02 -0.04
```
Forces are in eV/Å.

Löwdin atomic charge list, values in e, 2 entries: atom 1 (Ti): 1.085, atom 2 (C): -0.036


Molecular formula: C38H80N4O39S8
Method: DFT, ωB97M-V/def2-TZVPD

## Properties
Calculated total energy (a.u.): -7834.3216
Charge: 0

Geometry as XYZ:
```
169
Properties=species:S:1:pos:R:3:forces:R:3
C -3.777 3.501 -1.986 -2.19 0.24 -1.28
O -4.033 3.164 -0.864 -0.13 -0.57 2.43
N -4.710 3.884 -2.871 -2.58 0.17 -0.55
N -2.617 3.557 -2.543 4.41 -0.21 0.17
H -5.613 3.498 -2.634 -0.15 0.32 -0.51
H -4.453 3.993 -3.841 -0.43 -0.09 0.24
H -1.892 3.464 -1.846 0.72 -0.02 -0.91
H -2.482 3.620 -3.542 0.40 0.06 0.61
C 4.681 6.679 0.574 1.69 0.29 -1.56
O 5.705 6.989 1.133 0.96 -0.07 1.30
N 4.622 6.368 -0.729 0.85 -0.56 -1.75
N 3.476 6.591 1.053 -3.62 0.10 3.13
H 5.497 6.123 -1.168 -0.46 0.26 -0.28
H 3.699 6.130 -1.063 0.59 -0.08 -0.85
H 2.681 6.562 0.432 -0.01 -0.10 0.30
H 3.300 6.797 2.026 0.02 0.21 -0.31
C 3.937 3.311 -2.032 2.13 -0.42 0.04
C 3.490 2.999 -0.587 -1.31 1.04 -1.18
O 2.171 3.584 -0.613 -1.48 1.29 -0.32
S 1.720 4.517 -1.906 1.15 2.11 1.98
O 1.800 5.977 -1.649 0.04 -3.19 -0.03
O 0.457 4.059 -2.375 0.85 -0.46 -0.09
O 3.029 4.169 -2.760 -0.86 -0.80 0.58
H 4.188 2.413 -2.596 -0.53 0.11 -0.25
H 4.859 3.884 -1.935 -0.03 0.03 -0.31
H 4.122 3.481 0.159 -0.26 0.16 -0.22
H 3.335 1.959 -0.302 0.21 -0.04 -0.43
C -3.738 1.259 1.891 0.59 2.53 -1.06
C -3.867 -0.212 1.930 1.01 -1.46 -1.06
O -3.870 -0.598 3.261 -0.27 0.17 3.42
S -3.224 0.522 4.307 -1.07 -0.56 -0.11
O -1.811 0.269 4.499 -1.21 0.49 -0.79
O -4.008 0.590 5.541 1.07 0.28 -3.06
O -3.478 1.760 3.226 0.01 -1.44 1.70
H -4.533 1.838 1.421 -0.72 -0.30 0.71
H -2.938 1.612 1.240 0.58 -0.37 0.21
H -2.998 -0.736 1.533 0.29 0.39 -0.61
H -4.706 -0.629 1.373 -0.44 0.27 0.44
C -0.833 3.293 4.380 0.53 0.91 -0.68
C -0.371 4.766 4.692 1.69 -0.82 -0.23
O -0.558 5.573 3.474 -0.47 -0.09 -0.18
S -0.500 4.596 2.179 0.06 0.29 0.59
O 0.885 4.207 1.916 -2.11 0.32 0.66
O -1.275 5.126 1.060 1.41 -1.33 2.63
O -1.299 3.457 3.043 -0.47 -0.43 -2.71
H -1.631 2.932 5.028 -0.30 0.43 -0.34
H -0.108 2.480 4.341 0.61 0.53 0.42
H 0.709 4.855 4.806 -0.02 -0.51 0.53
H -0.842 5.108 5.614 -0.43 0.77 -0.73
C -5.391 -3.957 1.502 0.63 0.65 -1.45
C -4.178 -3.850 0.497 -1.16 -0.18 1.60
O -4.709 -4.022 -0.811 -0.04 -0.24 -1.84
S -6.312 -3.937 -0.952 -1.22 2.45 3.55
O -6.958 -4.886 -1.814 1.64 0.74 1.05
O -6.736 -2.524 -1.002 1.26 -2.89 -0.31
O -6.458 -4.402 0.673 -0.98 -0.43 -1.23
H -5.637 -3.006 1.973 -0.11 -0.02 -0.04
H -5.076 -4.686 2.249 -0.79 -0.17 -0.05
H -3.598 -4.721 0.804 0.68 0.29 -0.93
H -3.688 -2.882 0.603 0.23 -0.26 -0.30
C 0.397 -7.131 0.525 -0.34 -0.99 1.32
C -0.261 -8.540 0.350 2.83 0.97 -2.77
O -1.056 -8.890 1.412 -1.13 0.06 1.85
S -1.457 -7.562 2.256 0.51 0.86 1.34
O -1.627 -7.737 3.715 1.17 -0.06 -4.09
O -2.517 -6.929 1.532 0.17 -0.03 0.24
O -0.040 -6.791 1.876 -0.90 0.13 0.49
H 0.182 -6.406 -0.259 -0.65 0.19 0.47
H 1.481 -7.252 0.528 -0.09 0.30 0.41
H 0.620 -9.177 0.274 -0.49 -0.71 0.36
H -0.679 -8.510 -0.656 -1.04 -0.52 0.37
C 4.850 3.796 2.768 -0.07 -0.28 -2.00
C 5.909 3.143 3.581 1.64 2.06 1.42
O 5.368 2.080 4.314 -2.29 -1.54 -0.46
S 3.864 1.641 3.699 0.33 -0.91 -0.29
O 2.790 2.069 4.557 1.20 0.52 -0.68
O 3.797 0.224 3.342 0.90 2.92 -0.17
O 4.042 2.660 2.366 -1.02 -1.20 1.64
H 5.280 4.166 1.837 0.14 -0.05 -0.05
H 4.307 4.670 3.127 -0.37 -0.62 0.76
H 6.276 3.871 4.305 -0.13 0.06 0.32
H 6.832 2.921 3.045 -0.43 -0.88 -0.45
C -3.359 -3.065 -3.925 0.65 -0.35 -0.08
C -2.901 -1.838 -3.155 0.26 -0.17 -1.03
O -2.909 -0.752 -4.109 -0.65 0.44 -1.66
S -3.559 -1.185 -5.594 -0.56 -0.13 0.80
O -2.462 -1.503 -6.510 -2.04 0.95 1.54
O -4.712 -0.351 -5.979 3.23 -1.72 0.87
O -4.163 -2.539 -4.973 -0.96 -0.08 -0.68
H -3.860 -3.734 -3.226 -0.79 0.17 -0.50
H -2.594 -3.685 -4.392 0.48 0.36 0.08
H -1.864 -1.958 -2.841 -0.35 0.12 0.44
H -3.631 -1.627 -2.374 0.38 0.26 0.12
C 0.105 0.213 1.656 -2.10 3.24 -0.46
C 0.452 1.311 0.492 -0.03 -0.31 2.92
O 0.805 0.541 -0.615 -0.17 -1.52 -1.74
S -0.107 -0.837 -0.644 -0.56 1.44 0.94
O 0.387 -1.904 -1.463 1.09 0.85 1.52
O -1.475 -0.507 -0.975 1.03 0.35 1.50
O 0.172 -0.988 1.037 0.13 -3.64 -3.15
H -0.940 0.341 1.938 -0.18 0.46 0.11
H 0.621 0.289 2.613 0.87 -0.34 -0.49
H 1.280 1.901 0.885 0.20 -0.14 -0.67
H -0.366 2.003 0.289 -0.19 -0.30 -0.11
C -0.251 1.109 -4.231 -0.61 0.32 2.00
C 0.177 -0.256 -4.641 -0.22 -1.40 -0.56
C 0.514 0.033 -6.097 0.26 0.06 0.75
O 1.170 1.318 -5.957 1.46 -0.43 -2.15
C 0.754 2.034 -4.854 -2.01 0.46 0.53
H -0.323 1.228 -3.150 -0.04 0.06 0.12
H -1.246 1.317 -4.625 -0.07 -0.13 -0.09
H -0.621 -0.980 -4.473 0.04 0.02 -0.37
H 1.049 -0.674 -4.137 0.23 0.42 0.23
H -0.382 0.032 -6.718 -0.18 0.63 0.00
H 1.182 -0.670 -6.595 0.37 0.16 0.27
H 0.187 2.919 -5.143 0.20 0.42 -0.41
H 1.479 2.417 -4.137 0.83 -0.61 -0.35
C -4.084 5.400 2.013 2.11 -0.41 -0.03
C -4.160 5.581 3.449 1.72 -0.97 3.17
C -5.415 6.411 3.751 0.31 -1.62 -1.06
O -6.169 6.245 2.506 0.14 0.65 -0.04
C -5.493 5.238 1.736 -0.99 0.81 -1.30
H -3.574 4.500 1.668 0.26 0.03 0.27
H -3.542 6.247 1.592 -0.66 0.14 -0.73
H -3.222 5.879 3.917 -0.02 0.88 0.03
H -4.206 4.567 3.847 -0.76 -0.20 0.42
H -5.170 7.439 4.017 -0.42 0.13 -0.41
H -5.977 5.910 4.539 -0.12 0.39 0.21
H -5.412 5.348 0.654 -1.98 0.32 -0.33
H -5.892 4.267 2.029 0.16 -0.25 -0.18
C 1.077 -3.534 4.136 2.38 -0.62 0.73
C 0.184 -2.525 4.655 -4.45 0.95 -0.87
C 0.914 -1.521 5.412 0.44 1.43 1.52
O 2.264 -1.915 5.415 0.66 -0.81 -0.07
C 2.431 -2.825 4.299 0.17 0.93 -0.50
H 0.873 -3.885 3.124 0.01 -0.35 0.35
H 1.076 -4.254 4.954 0.15 -1.07 -0.79
H -0.615 -2.957 5.258 -0.08 -0.13 -0.01
H -0.346 -1.970 3.881 -0.18 -0.25 -0.42
H 0.531 -1.384 6.424 0.39 -0.45 0.41
H 0.697 -0.532 5.009 0.78 0.38 -0.53
H 3.284 -3.497 4.398 -0.06 0.05 0.69
H 2.697 -2.179 3.463 -0.22 -0.03 -0.54
C 3.822 -5.612 -6.015 -1.57 0.23 -0.47
C 3.098 -4.260 -6.332 0.14 -1.46 0.21
C 3.417 -3.385 -5.100 -0.31 -1.71 -2.59
O 4.497 -4.024 -4.530 2.97 -0.79 1.62
C 5.015 -5.222 -5.213 -0.81 0.86 0.23
H 3.970 -6.171 -6.939 0.27 -0.11 0.19
H 3.153 -6.169 -5.360 0.00 -0.32 -0.08
H 2.025 -4.446 -6.384 0.05 0.19 -0.58
H 3.534 -3.925 -7.273 -0.39 0.55 0.06
H 2.573 -3.483 -4.417 -0.04 0.97 0.10
H 3.683 -2.439 -5.572 -0.22 0.66 1.11
H 5.274 -5.992 -4.486 -0.11 0.31 0.36
H 5.921 -5.060 -5.796 -0.04 0.64 -0.10
C 4.188 -2.776 0.230 -1.48 -1.27 -1.10
C 4.018 -3.211 -1.288 0.66 1.10 0.42
C 2.992 -4.302 -1.333 0.07 -0.99 1.11
O 3.101 -4.994 -0.029 0.41 1.73 -0.28
C 3.393 -3.913 0.940 0.26 -0.89 -0.06
H 3.612 -1.866 0.401 0.46 0.25 0.06
H 5.231 -2.686 0.535 -0.22 0.01 0.01
H 4.943 -3.591 -1.723 0.11 -0.06 0.31
H 3.756 -2.378 -1.939 -0.17 0.14 0.11
H 3.279 -4.961 -2.152 -0.26 -0.46 0.24
H 1.948 -4.013 -1.455 0.04 0.42 -0.05
H 3.897 -4.362 1.796 0.44 -0.24 -0.29
H 2.479 -3.551 1.410 -0.41 0.22 -0.55
```
Forces are in eV/Å.

Löwdin atomic charge list, values in e, 2 entries: atom 1 (C): -0.774, atom 2 (O): 0.054